{"formula": "C35H32BrClN2O5Os", "method": "ωB97M-V with the def2-TZVPD basis set", "symbols": ["Os", "C", "O", "C", "C", "C", "C", "C", "C", "O", "C", "O", "C", "H", "H", "H", "H", "H", "H", "H", "H", "H", "Cl", "C", "C", "C", "C", "C", "C", "C", "H", "H", "H", "H", "H", "H", "Br", "C", "C", "C", "C", "C", "N", "H", "H", "H", "H", "C", "O", "C", "C", "C", "C", "C", "C", "N", "C", "C", "C", "C", "C", "C", "C", "O", "H", "H", "H", "H", "H", "H", "H", "H", "H", "H", "H", "H", "H"], "xyz": [[-0.3380, -0.7075, -0.2531], [-3.3049, -6.7862, 0.9568], [-3.3058, -6.0370, 2.1719], [-2.8412, -4.7965, 2.1762], [-2.8895, -4.1344, 3.4267], [-2.4623, -2.8469, 3.5238], [-1.9391, -2.1364, 2.4096], [-1.5755, -0.7673, 2.5459], [-1.8470, -0.0257, 3.8166], [-1.0117, -0.0856, 1.6428], [-1.8704, -2.8318, 1.1736], [-1.3972, -2.2782, 0.0596], [-2.3318, -4.1397, 1.0587], [-3.6941, -7.7653, 1.2168], [-2.2909, -6.8856, 0.5677], [-3.9538, -6.3150, 0.2176], [-3.2818, -4.6678, 4.2784], [-2.5177, -2.3571, 4.4835], [-1.1666, -0.3745, 4.5949], [-2.8663, -0.1850, 4.1598], [-1.6713, 1.0322, 3.6489], [-2.2805, -4.6107, 0.0903], [1.8277, 2.7578, -6.0613], [1.0241, 1.6507, -5.0082], [1.5970, 0.4186, -4.7309], [0.9579, -0.4465, -3.8572], [-0.2493, -0.0974, -3.2532], [-0.9144, -0.9885, -2.2770], [-0.8248, 1.1368, -3.5768], [-0.2000, 2.0061, -4.4473], [2.5337, 0.1467, -5.1957], [1.4027, -1.4119, -3.6474], [-0.7070, -2.0474, -2.4471], [-1.9942, -0.8288, -2.2494], [-1.7807, 1.4062, -3.1455], [-0.6547, 2.9492, -4.7135], [2.2010, -0.3257, 2.3151], [2.4637, -1.8261, 1.2101], [3.6730, -2.5001, 1.2447], [3.8313, -3.5907, 0.4069], [2.7742, -3.9856, -0.4041], [1.6066, -3.2529, -0.3641], [1.4562, -2.1736, 0.4181], [4.4571, -2.1745, 1.9102], [4.7691, -4.1276, 0.3888], [2.8493, -4.8486, -1.0479], [0.7454, -3.5232, -0.9613], [-3.4577, 5.1987, 0.5299], [-2.2724, 4.5360, 0.0806], [-1.3779, 4.1310, 1.0121], [-1.5717, 4.1796, 2.3856], [-0.5485, 3.7801, 3.2323], [0.6631, 3.3252, 2.7307], [0.8675, 3.2709, 1.3640], [-0.1472, 3.6716, 0.5094], [0.0281, 3.8709, -0.8839], [0.9989, 3.5687, -1.6887], [2.0571, 2.6071, -1.5258], [3.3081, 2.9472, -2.0654], [4.3609, 2.0603, -2.0441], [4.1447, 0.7737, -1.5553], [2.9025, 0.3929, -1.0929], [1.8424, 1.3006, -1.0299], [0.6299, 0.9346, -0.6308], [-3.9914, 5.4951, -0.3682], [-3.2028, 6.0809, 1.1201], [-4.0775, 4.5184, 1.1153], [-2.4984, 4.5488, 2.7959], [-0.6998, 3.8373, 4.3002], [1.4609, 3.0514, 3.4036], [1.8246, 2.9663, 0.9702], [-0.6928, 4.4889, -1.2549], [0.9988, 4.1351, -2.6155], [3.4456, 3.9385, -2.4759], [5.3267, 2.3480, -2.4291], [4.9491, 0.0524, -1.5679], [2.7217, -0.6316, -0.7947]], "lowdin_spin": [2.94, 0.00, 0.00, 0.00, 0.02, 0.00, 0.02, 0.02, 0.00, 0.13, 0.01, 0.18, 0.02, 0.00, 0.00, 0.00, 0.00, 0.00, 0.00, 0.00, 0.00, 0.00, 0.01, 0.01, 0.00, 0.01, 0.02, 0.11, 0.01, 0.00, 0.00, 0.00, 0.02, 0.02, 0.00, 0.00, 0.01, 0.01, 0.00, 0.00, 0.00, 0.02, 0.12, 0.00, 0.00, 0.00, 0.00, 0.00, 0.00, 0.00, 0.00, 0.00, 0.00, 0.00, 0.00, 0.01, 0.01, 0.01, 0.00, 0.02, 0.00, 0.02, 0.01, 0.20, 0.00, 0.00, 0.00, 0.00, 0.00, 0.00, 0.00, 0.00, 0.00, 0.00, 0.00, 0.00, 0.00], "e_homo_ev": [-13.3, -13.3], "charge": 2, "spin_multiplicity": 5, "s2": 6.017, "e_lumo_ev": [-6.0, -7.1]}


{"formula": "C20H18BClF4MnN2O5S", "method": "ωB97M-V with the def2-TZVPD basis set", "symbols": ["Mn", "O", "C", "C", "C", "C", "C", "C", "C", "O", "N", "O", "O", "H", "H", "H", "H", "F", "B", "F", "F", "F", "Cl", "C", "C", "C", "C", "N", "C", "H", "H", "H", "H", "C", "C", "C", "C", "C", "C", "C", "S", "C", "O", "H", "H", "H", "H", "H", "H", "H", "H", "H", "H"], "xyz": [[-0.7027, -0.3691, -0.4530], [0.5161, -0.6246, 1.3329], [1.5663, -1.2665, 1.3892], [2.0877, -2.1933, 0.4268], [3.3229, -2.7764, 0.7356], [3.8722, -3.7147, -0.0926], [3.2125, -4.1095, -1.2700], [2.0054, -3.5608, -1.5891], [1.3785, -2.5817, -0.7596], [0.2216, -2.1384, -1.0667], [5.1497, -4.3211, 0.2583], [5.6051, -5.1578, -0.4992], [5.6829, -3.9718, 1.2964], [2.1905, -1.1380, 2.2886], [3.8501, -2.4919, 1.6375], [3.6793, -4.8478, -1.9062], [1.4863, -3.8461, -2.4944], [-0.0736, 2.6946, -2.3109], [0.3215, 1.3854, -2.4084], [-0.8864, 0.5330, -2.4119], [1.0900, 1.0931, -3.4894], [0.9671, 0.9713, -1.1761], [-3.9288, 4.4014, -0.9041], [-2.8613, 3.4955, 0.1051], [-2.4948, 3.9683, 1.3514], [-1.6305, 3.2005, 2.1137], [-1.1709, 2.0002, 1.6043], [-1.5321, 1.5522, 0.3990], [-2.3595, 2.2858, -0.3433], [-2.8750, 4.9157, 1.7082], [-1.3099, 3.5329, 3.0908], [-0.4865, 1.3720, 2.1585], [-2.6111, 1.9092, -1.3254], [1.0282, -4.0408, 4.5316], [0.0298, -3.7250, 3.4531], [0.1249, -4.3267, 2.2017], [-0.7910, -4.0505, 1.1987], [-1.8247, -3.1620, 1.4505], [-1.9485, -2.5631, 2.7001], [-1.0200, -2.8390, 3.6873], [-3.0366, -2.6318, 0.2554], [-2.6286, -3.6566, -1.1480], [-2.6452, -1.2216, -0.1525], [2.0017, -4.2862, 4.1076], [0.6980, -4.9014, 5.1170], [1.1487, -3.2022, 5.2166], [0.9416, -5.0096, 1.9980], [-0.6697, -4.5121, 0.2293], [-2.7583, -1.8682, 2.8899], [-1.1098, -2.3598, 4.6547], [-1.6043, -3.4565, -1.4615], [-3.3280, -3.3567, -1.9267], [-2.7984, -4.6996, -0.8833]], "nbo_charge": [1.62, -0.68, 0.45, -0.26, -0.10, -0.08, -0.12, -0.30, 0.45, -0.82, 0.54, -0.39, -0.40, 0.14, 0.24, 0.25, 0.23, -0.54, 1.35, -0.60, -0.53, -0.58, 0.03, -0.07, -0.17, -0.24, 0.05, -0.53, 0.05, 0.24, 0.23, 0.22, 0.23, -0.64, 0.00, -0.16, -0.20, -0.30, -0.18, -0.20, 1.29, -0.84, -1.04, 0.23, 0.23, 0.22, 0.22, 0.23, 0.23, 0.22, 0.27, 0.25, 0.24], "e_homo_ev": [-8.7, -8.8], "spin_multiplicity": 6, "s2": 8.752, "e_lumo_ev": [-0.4, -0.4], "e_above_lowest_kj_mol": 0.0}


{"formula": "C6H10N", "method": "ωB97M-V with the def2-TZVPD basis set", "symbols": ["C", "C", "C", "C", "C", "C", "N", "H", "H", "H", "H", "H", "H", "H", "H", "H", "H"], "xyz": [[1.4797, -0.1018, -0.0541], [0.6283, 2.1117, 0.0605], [-0.9519, 0.2885, 0.1059], [-0.8036, 1.5837, -0.1208], [2.1763, -1.3908, -0.0789], [-2.0258, -0.6895, 0.0284], [1.5919, 1.0651, -0.0373], [0.7297, 3.0658, -0.6095], [0.8103, 2.5648, 1.0244], [-0.0571, -0.4027, 0.1815], [-1.5444, 2.2821, -0.1308], [3.2585, -1.1797, -0.3977], [1.5322, -2.1834, -0.4655], [2.1280, -1.9100, 0.8552], [-2.0892, -1.2946, 0.9141], [-2.0363, -1.1578, -0.8726], [-2.9332, -0.0878, 0.1490]], "nbo_charge": [0.57, -0.28, -0.04, -0.19, -0.75, -0.66, -0.24, 0.28, 0.26, 0.14, 0.26, 0.32, 0.30, 0.30, 0.25, 0.24, 0.24], "smiles": "CC#[N+]C/C=C/C", "e_homo_ev": -14.5, "charge": 1, "e_lumo_ev": -4.9, "e_above_lowest_kj_mol": 254.7}


no.,calculated total energy (eV),M (g/mol)
1,-135048.807,866.2
2,-100480.525,575.6
3,-7863.708,96.2